(1)
105
Properties=species:S:1:pos:R:3 method="wB97M-V/def2-TZVPD" gap_ha="0.3033 / 0.1815" homo_ev="-9.9710 / -9.9708" charge=+1 relative_energy_kcal_mol=5.4 s2=0.76 multiplicity=2 largest_force_ev_per_a=3.81
Cu 12.19256 15.04424 11.09004
O 13.94510 17.49365 10.50678
C 15.06972 17.36250 11.25846
C 15.82270 18.42486 11.75338
C 16.95178 18.17200 12.49180
C 17.43818 16.90577 12.77576
C 16.66483 15.84016 12.29213
C 15.48136 16.05118 11.55720
P 14.42256 14.71740 10.99666
C 14.80563 14.67319 9.22104
C 16.15592 14.86150 8.78249
C 16.38670 14.85963 7.40617
C 15.37737 14.66872 6.49352
C 14.04978 14.37157 6.91485
C 13.80049 14.38566 8.27366
C 15.08735 13.27416 11.85906
C 16.04612 12.42940 11.32098
C 16.57998 11.42412 12.14726
C 16.07192 11.22296 13.41888
C 15.14652 12.10896 13.97142
C 14.54475 13.07789 13.16175
C 13.36955 18.68208 10.13927
C 14.04463 19.76353 9.61466
C 13.30426 20.92796 9.28486
C 11.89230 20.89566 9.42232
C 11.26412 19.77654 9.92494
C 11.99168 18.65632 10.33174
P 11.11064 17.11082 10.77421
C 9.91661 16.99756 9.42502
C 8.64738 17.47836 9.55262
C 7.69063 17.37643 8.57945
C 8.10043 16.72460 7.39120
C 9.41072 16.24325 7.19969
C 10.29876 16.43570 8.22223
C 10.10648 17.49031 12.24042
C 9.13013 16.47145 12.64843
C 8.30529 16.79811 13.72430
C 8.51549 17.98217 14.49805
C 9.48041 18.87148 14.08824
C 10.27971 18.67819 12.94733
H 15.38817 19.41881 11.67761
H 17.41617 19.02790 12.96232
H 18.34938 16.74084 13.34545
H 17.00915 14.84635 12.42253
H 16.92545 15.15166 9.49590
H 17.40104 15.01477 7.04367
H 15.54574 14.65412 5.42492
H 13.24958 14.11392 6.24042
H 12.75142 14.20643 8.57337
H 16.40770 12.58316 10.30402
H 17.32228 10.76524 11.77174
H 16.55757 10.44312 13.96435
H 14.76277 11.91023 14.97029
H 13.79280 13.78011 13.57034
H 15.12466 19.71150 9.47258
H 13.75290 21.82707 8.89805
H 11.35591 21.82773 9.17913
H 10.18754 19.78432 9.99739
H 8.36488 17.88106 10.51597
H 6.66492 17.71839 8.68952
H 7.27479 16.51275 6.70140
H 9.73192 15.83303 6.29802
H 11.34440 16.17707 8.08363
H 8.94848 15.56289 12.02314
H 7.57604 16.11975 14.10335
H 7.97378 18.16736 15.41499
H 9.69370 19.75718 14.74107
H 11.03011 19.41936 12.64544
Se 7.78539 13.17614 8.21115
C 7.63894 13.93536 9.82517
N 7.51550 14.49680 10.79427
N 10.87248 13.49494 11.21346
S 10.95495 12.31147 10.15504
C 9.54393 11.22654 10.38413
C 8.68120 11.44620 11.44692
C 7.58803 10.59644 11.57341
C 7.39413 9.56442 10.64303
C 8.27420 9.40400 9.58143
C 9.31483 10.29960 9.41273
C 12.20457 11.07706 10.66535
C 13.27756 10.82497 9.82453
C 14.20832 9.87147 10.22083
C 14.06750 9.15594 11.39161
C 12.98571 9.44019 12.24266
C 12.04503 10.37163 11.82929
H 10.77990 13.19348 12.17347
H 8.79134 12.23855 12.20892
H 6.90011 10.74559 12.39170
H 6.60462 8.84044 10.82455
H 8.16640 8.59081 8.84929
H 10.02125 10.13850 8.56278
H 13.46933 11.43731 8.92980
H 15.05095 9.70043 9.58408
H 14.80428 8.44596 11.66014
H 12.87510 8.88553 13.17351
H 11.17429 10.53590 12.45676
C 12.69007 15.00511 15.90299
C 11.52736 15.08364 14.91333
O 11.98816 15.65517 13.68878
H 12.52442 14.10840 16.51261
H 12.65687 15.79138 16.63844
H 13.63881 14.95007 15.35847
H 10.63736 15.59944 15.27376
H 11.27193 14.08543 14.60425
H 11.81181 16.61201 13.62004

(2)
108
Properties=species:S:1:pos:R:3 method="wB97M-V/def2-TZVPD" gap_ha=0.1252 homo_ev=-13.8691 charge=+3 largest_force_ev_per_a=0.48
Pt 2.11775 2.48585 -0.24162
C 1.85130 5.41202 0.73284
N 1.98169 4.53672 -0.48997
C 3.27583 4.86146 -1.18935
C 4.40188 4.13108 -0.53181
C 5.68221 4.62484 -0.41662
C 6.67047 3.81463 0.12893
C 6.33911 2.54370 0.55979
C 5.03301 2.10777 0.43330
N 4.08624 2.88181 -0.11572
C 0.86375 4.74601 -1.42845
C -0.30790 3.86626 -1.10439
C -1.60130 4.36788 -1.50305
C -2.72572 3.61914 -1.35664
C -2.56508 2.38675 -0.72712
C -1.26723 1.87228 -0.38575
N -0.10111 2.69701 -0.56341
C 1.49673 4.75490 2.05265
C 1.35048 5.57769 3.16325
C 1.02018 4.99818 4.37513
C 0.84145 3.62222 4.43899
C 1.00859 2.88775 3.28148
N 1.33327 3.44060 2.10769
H 1.09427 6.16876 0.51897
H 2.79168 5.94984 0.85220
H 3.44041 5.93912 -1.22465
H 3.20167 4.49323 -2.21394
H 5.90590 5.62751 -0.75572
H 7.68559 4.17824 0.21909
H 7.07745 1.88740 0.99777
H 4.72887 1.13028 0.77054
H 1.18561 4.46887 -2.43540
H 0.57045 5.79726 -1.46329
H -1.65478 5.37029 -1.91084
H -3.70522 3.98946 -1.62847
H -3.40253 1.76991 -0.43999
H -1.21787 1.05527 -1.27082
H 1.49574 6.64830 3.08395
H 0.90407 5.61067 5.25943
H 0.58090 3.13415 5.36738
H 0.88220 1.81084 3.28602
N 3.81307 -4.44696 0.65981
C 4.13580 -5.67356 0.12645
C 4.45874 -6.89691 0.71312
C 4.73335 -7.92964 -0.15301
C 4.69236 -7.76392 -1.55562
C 4.37483 -6.55871 -2.12890
C 4.09021 -5.49054 -1.26705
N 3.75157 -4.19302 -1.56047
C 3.59467 -3.60396 -0.40211
C 3.23384 -2.20492 -0.29765
C 3.10290 -1.45738 -1.47636
C 2.77164 -0.12976 -1.40931
N 2.54248 0.49877 -0.23881
C 2.65819 -0.20921 0.89653
C 3.00934 -1.53903 0.91072
H 3.75567 -4.23368 1.63913
H 4.49573 -7.03282 1.78567
H 4.99127 -8.89997 0.24939
H 4.92130 -8.61290 -2.18501
H 4.34541 -6.42401 -3.20146
H 3.28217 -1.93813 -2.42819
H 2.68322 0.47293 -2.30245
H 2.46419 0.32720 1.81852
H 3.08976 -2.03981 1.86544
O -1.36813 1.12880 0.79316
C -0.75579 -0.11383 0.75580
O 0.04578 -0.34437 -0.10150
C -1.33254 -1.07785 1.74128
C -1.88965 -2.27762 0.94536
Ge -3.57112 -1.87131 -0.03327
C -4.40106 -3.44234 -0.78775
C -3.71477 -4.18641 -1.74925
C -4.28872 -5.32583 -2.29342
C -5.55179 -5.72775 -1.87981
C -6.24213 -4.99149 -0.92863
C -5.66987 -3.84974 -0.38159
C -4.70144 -0.98608 1.29025
C -5.13991 0.33662 1.25694
C -5.87870 0.87948 2.29995
C -6.18849 0.10154 3.40560
C -5.76520 -1.21914 3.45838
C -5.02907 -1.75517 2.41109
C -3.07023 -0.65933 -1.53815
C -1.81063 -0.73062 -2.15330
C -1.46311 0.09241 -3.23841
C -2.36067 1.03853 -3.70449
C -3.61834 1.11846 -3.11772
C -3.97643 0.25132 -2.07121
H -2.11718 -0.57765 2.31118
H -0.55326 -1.39168 2.44011
H -2.13618 -3.07385 1.64833
H -1.12633 -2.67314 0.27338
H -2.72799 -3.88148 -2.08570
H -3.75364 -5.89939 -3.03915
H -5.99991 -6.61671 -2.30353
H -7.22879 -5.30320 -0.61207
H -6.22427 -3.27775 0.35265
H -4.95196 0.95455 0.38575
H -6.22999 1.90184 2.24392
H -6.77057 0.51807 4.21691
H -6.01543 -1.83586 4.31172
H -4.71776 -2.79366 2.47123
H -1.09783 -1.47523 -1.83033
H -0.49749 -0.03449 -3.71407
H -2.10961 1.67325 -4.54467
H -4.35228 1.81310 -3.50959
H -4.98926 0.29899 -1.68610